8 unconnected molecules or ions with the total composition C5H24NO9, computed with ωB97M-V with the def2-TZVPD basis set.

Values from the calculation:
multiplicity: 2
HOMO energy (spin up / spin down): -10.039 / -10.031 eV
energy relative to the best compared isomer or geometry (same formula, charge and spin): 2.046 eV
Kohn-Sham gap (spin up / spin down): 10.12 / 6.19 eV

Last column: natural (NBO) charge in e.
Element x y z (Å)
1 C 0.80038 -1.86976 1.23097  -0.25
2 N 0.63209 -1.97141 -0.27790  -0.37
3 C 1.66108 -1.27777 -1.09099  0.04
4 O 1.23566 0.02637 -1.20960  -0.58
5 C -0.11845 -0.88871 1.97268  -0.42
6 C 0.67047 -0.22292 3.09436  -0.53
7 C 1.83202 0.59414 2.63887  0.42
8 O 2.78966 0.90454 3.30233  -0.51
9 H 0.51637 -2.90757 1.44795  0.23
10 H 1.84945 -1.66652 1.43670  0.21
11 H -0.29683 -1.56469 -0.42199  0.39
12 H 2.66614 -1.22065 -0.65209  0.19
13 H 1.61452 -1.75238 -2.07321  0.17
14 H -0.47722 -0.08402 1.34823  0.21
15 H -0.92066 -1.46541 2.42794  0.25
16 H 1.03510 -0.92684 3.85392  0.23
17 H 0.08493 0.48712 3.70468  0.26
18 H 1.80337 1.03539 1.63203  0.11
19 H -2.33677 0.00621 0.73799  0.45
20 H -3.32496 -1.09246 0.38118  0.51
21 O -2.69983 -0.80505 1.07261  -0.97
22 H -2.46912 -2.96924 -0.37322  0.46
23 H -2.72059 -2.08500 -1.64138  0.50
24 O -3.15481 -2.59268 -0.92016  -0.97
25 H 2.44501 0.99304 -0.69892  0.49
26 H 3.66829 1.87471 -0.96789  0.47
27 O 3.08196 1.60478 -0.23570  -0.98
28 H -1.46738 -0.56811 -2.84224  0.49
29 H -2.56584 -0.58290 -3.76716  0.48
30 O -2.21253 -1.18404 -3.09823  -0.99
31 H -0.33080 1.28255 -3.43221  0.50
32 H -0.08685 0.53404 -1.91860  0.52
33 O -0.69163 0.95122 -2.60187  -1.03
34 H -2.69725 1.36696 -1.98292  0.49
35 H -3.26376 1.83327 -0.62716  0.46
36 O -3.49127 1.67456 -1.54338  -0.95
37 H 2.38298 3.80245 -0.23978  0.47
38 H 1.64195 3.12060 0.77211  0.47
39 O 1.61915 3.97652 0.31714  -0.94

***

8 unconnected molecules or ions with the total composition C5H24NO9, computed with ωB97M-V with the def2-TZVPD basis set.

Values from the calculation:
multiplicity: 1
HOMO energy: -12.984 eV
total charge: +1
energy relative to the best compared isomer or geometry (same formula, charge and spin): 1.144 eV
Kohn-Sham gap: 10.37 eV

Last column: natural (NBO) charge in e.
Element x y z (Å)
1 O 1.42177 1.75319 0.22696  -0.54
2 C 1.61241 0.88064 -0.57436  0.48
3 C 1.44687 -0.57815 -0.00580  -0.17
4 C 1.46124 -1.64112 -1.04855  -0.42
5 C 1.67433 -3.11363 -0.55911  -0.52
6 C 0.53132 -3.73402 0.19625  0.45
7 O 0.09553 -3.26253 1.22495  -0.55
8 N 0.26627 -0.58159 0.92183  -0.73
9 H 1.82080 0.99870 -1.63818  0.17
10 H 2.27883 -0.64717 0.69232  0.25
11 H 0.70811 -1.59235 -1.84540  0.23
12 H 2.37853 -1.44765 -1.61983  0.25
13 H 1.73996 -3.61980 -1.52886  0.23
14 H 2.66432 -3.18533 -0.10931  0.26
15 H -0.04424 -4.55703 -0.22357  0.14
16 H 0.26381 -1.37241 1.57628  0.47
17 H -0.60256 -0.71551 0.35990  0.46
18 H 0.13515 0.28254 1.46033  0.47
19 H 4.28757 0.87791 1.24713  0.47
20 H 3.91968 1.59732 0.03379  0.47
21 O 4.23754 0.72438 0.29603  -0.94
22 H -1.03410 1.66658 2.92630  0.47
23 H 0.20653 2.60618 2.97674  0.49
24 O -0.07616 1.68967 2.99141  -0.95
25 H -0.87595 4.68088 -0.38936  0.48
26 H -1.64307 4.13237 0.82604  0.47
27 O -1.29606 3.89569 -0.03682  -0.95
28 H -0.67303 1.73780 -2.86237  0.47
29 H -1.23685 1.51660 -1.48087  0.50
30 O -0.40426 1.49078 -1.97057  -0.96
31 H -3.72366 2.47190 -1.43093  0.49
32 H -2.85477 2.79362 -2.70124  0.49
33 O -3.21334 2.09630 -2.15104  -0.97
34 H -2.25161 -1.23977 -1.36426  0.49
35 H -2.73630 0.09362 -1.02134  0.50
36 O -2.09510 -0.56205 -0.69765  -0.96
37 H -2.90117 -2.77211 2.65090  0.48
38 H -2.87344 -1.29808 2.59082  0.46
39 O -2.61492 -2.06639 2.06149  -0.94

***

9 unconnected molecules or ions with the total composition C5H24O8, computed with ωB97M-V with the def2-TZVPD basis set.

Values from the calculation:
multiplicity: 2
HOMO energy (spin up / spin down): -0.077 / -2.973 eV
total charge: -1
Kohn-Sham gap (spin up / spin down): 2.75 / 5.63 eV

Last column: natural (NBO) charge in e.
Element x y z (Å)
1 C -1.12011 -2.63568 0.94594  -0.71
2 C -0.06909 -1.85462 1.39372  -0.34
3 C 0.05974 -0.47400 1.07124  -0.36
4 C 1.06015 0.31828 1.55972  -0.34
5 C 1.36640 1.68799 0.91429  -0.65
6 H -1.28256 -3.68135 1.00084  0.17
7 H -1.96688 -2.35141 0.23976  0.16
8 H 0.59246 -2.34539 2.11945  0.20
9 H -0.68685 -0.12861 0.34573  0.17
10 H 1.60934 0.13208 2.49112  0.17
11 H 0.89854 1.64057 -0.08868  0.18
12 H 2.46173 1.71734 0.67417  0.19
13 H 1.04005 2.50360 1.52636  0.18
14 H -2.73725 1.20641 1.16460  0.52
15 H -1.29221 1.71271 1.31214  0.50
16 O -2.15609 1.96083 0.95389  -1.01
17 H -1.95338 -0.84236 2.38632  0.52
18 H -3.31189 -0.81785 1.61257  0.48
19 O -2.76360 -0.30945 2.21559  -0.99
20 H 2.84590 -1.18178 -1.31822  0.49
21 H 1.38239 -1.80508 -0.92573  0.50
22 O 2.25045 -1.50359 -0.63836  -0.99
23 H -0.85602 3.04763 -1.48913  0.48
24 H -2.05150 2.47406 -0.73075  0.52
25 O -1.60434 2.45223 -1.61556  -1.02
26 H -4.19176 0.39881 -0.87147  0.46
27 H -2.83245 0.80271 -1.45370  0.48
28 O -3.24019 0.22332 -0.80107  -0.94
29 H 2.77969 -0.06845 -3.85839  0.46
30 H 2.09374 0.66400 -2.66716  0.51
31 O 2.91877 0.23720 -2.95305  -0.98
32 H -0.42544 1.01325 -1.85654  0.52
33 H -0.03491 1.41206 -3.36852  0.47
34 O 0.14793 0.81834 -2.63637  -0.99
35 H 3.27792 -2.68200 0.70619  0.49
36 H 4.07283 -1.45825 1.14882  0.46
37 O 3.71848 -2.28355 1.49024  -0.96

***

6 unconnected molecules or ions with the total composition C5H25N2O5S, computed with ωB97M-V with the def2-TZVPD basis set.

Values from the calculation:
multiplicity: 1
HOMO energy: -11.673 eV
total charge: +1
energy relative to the best compared isomer or geometry (same formula, charge and spin): 4.509 eV
Kohn-Sham gap: 8.96 eV

Last column: natural (NBO) charge in e.
Element x y z (Å)
1 C 1.17890 -1.86040 0.99585  -0.26
2 N 1.55137 -1.09323 -0.30293  -0.65
3 C 0.83030 -1.81009 -1.40321  -0.25
4 C 1.12668 -3.30228 -1.75448  -0.53
5 S -0.13303 -3.91657 -3.05261  -0.01
6 C -0.05324 -1.21181 1.57050  -0.24
7 N -0.18886 0.30909 1.66624  -0.56
8 C -1.60959 0.68403 2.04143  -0.42
9 H 0.94321 -2.90548 0.72705  0.22
10 H 2.09333 -1.81993 1.63969  0.22
11 H 2.56673 -1.30958 -0.52478  0.37
12 H -0.22791 -1.68126 -1.04087  0.18
13 H 0.86289 -1.22340 -2.31765  0.22
14 H 2.23237 -3.43679 -2.22757  0.23
15 H 1.25004 -3.88672 -0.84448  0.21
16 H -0.78923 -4.70201 -2.29481  0.12
17 H -0.87517 -1.60298 0.98750  0.22
18 H 0.06796 -1.57773 2.71474  0.23
19 H 0.38202 0.53651 2.49167  0.46
20 H 0.09726 0.59835 0.70731  0.49
21 H -1.54817 1.41518 2.77465  0.21
22 H -1.90336 1.24744 1.15022  0.25
23 H -2.30135 -0.15671 2.40775  0.25
24 H 2.37676 2.42488 3.06529  0.51
25 H 0.93041 2.22675 3.66726  0.48
26 O 1.69227 1.73657 3.29585  -0.97
27 H 1.09410 4.52340 -0.71709  0.51
28 H 2.71155 4.03689 -0.50071  0.50
29 O 1.80788 3.86093 -0.45730  -1.00
30 H -1.71735 2.47568 -2.74290  0.45
31 H -2.64722 2.40095 -3.89996  0.48
32 O -2.29527 1.71331 -3.15662  -0.93
33 H 0.38737 2.26248 -1.30056  0.50
34 H 1.29711 1.30890 -0.66072  0.50
35 O 0.41098 1.55743 -0.58668  -0.96
36 H -3.19736 0.96781 -0.96225  0.46
37 H -4.45938 0.17399 -0.68430  0.48
38 O -3.94501 1.03639 -0.47052  -0.94

***

So what do the calculations give for max |F|? Going down the list: 3.2 2.2 3.0 5.7 eV Å⁻¹.